A molecular structure, C6H10. Source: the Open Molecules 2025 dataset; level of theory: ωB97M-V with the def2-TZVPD basis set.

The geometry in ORCA input format:
```
! wB97M-V def2-TZVPD RIJCOSX def2/J DEFGRID3
* xyz 0 1
C 2.10 0.43 0.18
C 1.08 -0.67 0.39
C -0.90 -0.28 -0.87
C -1.79 -1.18 -0.06
C -1.05 1.10 -0.61
C -1.23 2.30 -0.49
H 2.58 0.32 -0.79
H 1.62 1.41 0.21
H 2.88 0.41 0.96
H 1.49 -1.68 0.32
H 0.50 -0.57 1.31
H 0.39 -0.65 -0.57
H -2.01 -0.87 0.97
H -2.75 -1.18 -0.61
H -1.43 -2.22 -0.06
H -1.47 3.32 -0.29
*
```

Frontier orbital gap: 7.658 eV
Relative energy (zero: lowest compared OMol25 entry of this formula, charge and spin): 122.1 kcal/mol
Max |F|: 0.65 eV/A



A single C6H10 molecule. Source: the Open Molecules 2025 dataset; level of theory: ωB97M-V with the def2-TZVPD basis set.

The geometry in ORCA input format:
```
! wB97M-V def2-TZVPD RIJCOSX def2/J DEFGRID3
* xyz 0 1
C 2.71 0.32 -0.55
C 1.66 0.16 0.45
C 0.55 -0.08 0.85
C -0.86 -0.46 0.61
C -0.90 -0.61 -0.94
C -1.87 0.55 1.16
H 3.15 1.32 -0.57
H 3.50 -0.43 -0.47
H 2.21 0.17 -1.52
H -1.07 -1.43 1.09
H -1.51 0.18 -1.39
H -1.29 -1.59 -1.25
H 0.10 -0.52 -1.36
H -1.69 1.55 0.74
H -2.89 0.25 0.90
H -1.81 0.62 2.25
*
```

Frontier orbital gap: 10.243 eV
Relative energy (zero: lowest compared OMol25 entry of this formula, charge and spin): 45.8 kcal/mol
SMILES: CC#CC(C)C
Max |F|: 0.60 eV/A



A single C6H10 molecule. Source: the Open Molecules 2025 dataset; level of theory: ωB97M-V with the def2-TZVPD basis set.

The geometry in ORCA input format:
```
! wB97M-V def2-TZVPD RIJCOSX def2/J DEFGRID3
* xyz 0 1
C 2.68 0.46 -0.13
C 1.99 -0.90 0.00
C 0.53 -0.79 0.04
C -0.67 -0.68 0.09
C -2.13 -0.50 0.18
C -2.54 0.96 -0.05
H 2.41 0.95 -1.07
H 2.38 1.12 0.69
H 3.77 0.34 -0.10
H 2.29 -1.55 -0.84
H 2.34 -1.41 0.91
H -2.47 -0.83 1.17
H -2.62 -1.15 -0.55
H -2.26 1.29 -1.06
H -3.63 1.07 0.06
H -2.05 1.62 0.67
*
```

Frontier orbital gap: 10.446 eV
Relative energy (zero: lowest compared OMol25 entry of this formula, charge and spin): 28.4 kcal/mol
SMILES: CCC#CCC
Max |F|: 0.50 eV/A



A molecular structure, C6H10AgFO7. Source: the Open Molecules 2025 dataset; level of theory: ωB97M-V with the def2-TZVPD basis set.

The geometry in ORCA input format:
```
! wB97M-V def2-TZVPD RIJCOSX def2/J DEFGRID3
* xyz 1 2
Ag 5.53 -2.42 14.51
F 5.80 -0.36 15.37
C 3.40 2.27 16.22
C 3.51 2.25 14.85
C 2.68 3.16 14.02
O 2.71 3.15 12.82
C 1.80 4.07 14.76
C 1.77 4.08 16.13
C 2.59 3.18 17.01
O 2.61 3.29 18.20
O 0.97 4.93 16.73
O 4.30 1.47 14.21
H 3.96 1.52 16.77
H 1.10 4.62 14.14
H 1.12 4.81 17.70
H 4.91 0.92 14.77
O 5.06 -1.57 17.89
H 5.53 -0.86 17.44
H 5.47 -2.38 17.57
O 6.69 2.43 16.03
H 6.93 2.35 15.10
H 6.33 1.56 16.26
O 8.58 -0.14 15.98
H 7.65 -0.23 15.71
H 9.04 0.18 15.19
*
```

Frontier orbital gap (alpha / beta): 7.615 / 5.328 eV
Relative energy (zero: lowest compared OMol25 entry of this formula, charge and spin): 9.6 kcal/mol
Max |F|: 1.71 eV/A